Entry 1:
Computed, not measured: C6H8N2O in the gas phase, with the ωB97M-V functional and the def2-TZVPD basis.

```
17
Properties=species:S:1:pos:R:3:lowdin_charge:R:1
H -2.35281 -0.45937 2.04586 0.0786
N -1.62791 0.22292 1.85098 0.1893
C -0.61755 -0.14260 1.23710 -0.3600
C 0.77172 0.42627 1.35381 -0.0372
C 1.47413 -0.10858 0.12859 -0.3465
N 2.65189 0.01486 -0.27881 0.1647
H 3.25330 0.58713 0.31140 0.0616
C 0.39031 -0.82275 -0.66213 -0.3050
C -0.36275 0.25468 -1.45530 -0.1048
C -1.66612 0.15305 -1.68548 0.0390
O -0.49427 -1.32297 0.30186 -0.0485
H 0.75111 1.51663 1.37771 0.1360
H 1.23214 0.05910 2.27312 0.1365
H 0.79274 -1.60639 -1.31159 0.1619
H 0.24633 0.98697 -1.96183 0.1057
H -2.18322 0.84081 -2.33406 0.0598
H -2.25903 -0.59975 -1.19124 0.0687
```

## Properties
Total charge ... 0
SMILES ... [H]/N=C1/C/C(=N\[H])[C@H](C=C)O1
Highest occupied orbital energy ... -9.61 eV
Relative energy (zero: lowest compared OMol25 entry of this formula, charge and spin) ... 44.9 kcal per mole
Gap between HOMO and LUMO ... 10.42 eV
LUMO ... 0.0299 Ha

Entry 2:
Computed, not measured: a molecular structure, C53H51BrGeN6O4SiTi, with the ωB97M-V functional and the def2-TZVPD basis.

```
118
Properties=species:S:1:pos:R:3:lowdin_charge:R:1
Ti -0.09963 0.13152 -0.00583 0.9104
O 4.07038 0.03373 0.29274 0.1177
C 2.92742 -0.31493 0.11563 -0.4316
N 1.82030 -0.10793 0.92397 0.0156
C 2.01344 0.08169 2.27100 -0.4498
O 3.05325 0.20015 2.88053 0.1042
C 0.70265 0.04246 3.02187 -0.2028
C 0.69689 0.04639 4.40570 0.0121
C -0.51927 0.00195 5.06309 -0.0355
C -1.68201 -0.03258 4.30749 -0.0357
C -1.58577 -0.02072 2.92690 -0.1055
N -0.41381 0.00439 2.28984 0.0135
C 2.55521 -1.11915 -1.10482 -0.1850
C 3.51889 -1.60319 -1.97402 0.0157
C 3.10543 -2.39682 -3.02765 -0.0388
C 1.75137 -2.67051 -3.17692 -0.0304
C 0.85883 -2.12193 -2.27572 -0.1082
N 1.25890 -1.36184 -1.25608 0.0414
H 1.64574 0.09302 4.92088 0.1280
H -0.56274 0.00231 6.14427 0.1134
H -2.65752 -0.05218 4.77354 0.1067
H -2.47355 -0.00972 2.31128 0.1118
H 4.55364 -1.34532 -1.80053 0.1273
H 3.82637 -2.79720 -3.72814 0.1159
H 1.38576 -3.28479 -3.98811 0.1142
H -0.20685 -2.28749 -2.37106 0.1103
Br -7.76278 -0.20834 5.37277 0.7398
C -7.29390 -1.45657 4.03027 -0.6949
C -6.02338 -2.01248 4.03358 -0.1186
C -5.67234 -2.91176 3.04196 -0.0250
C -6.59524 -3.25419 2.06029 -0.2822
C -7.87873 -2.73251 2.09436 -0.0291
C -8.22705 -1.81134 3.07109 -0.1184
N -6.29517 -4.26052 1.07625 0.0856
N -5.32083 -4.15521 0.32263 0.0802
C -4.53127 -2.95848 0.28111 -0.2424
C -5.06371 -1.72201 0.02217 -0.0072
C -4.26068 -0.57248 -0.10602 0.0273
C -2.89296 -0.66451 0.03241 -0.3771
O -2.05430 0.34378 -0.04062 -0.2071
C -2.33095 -1.95659 0.26961 -0.1543
N -0.97881 -1.97827 0.38474 0.0604
C -0.38271 -3.12101 0.63181 -0.0999
C -1.09343 -4.32843 0.76193 -0.0249
C -2.45514 -4.32645 0.63212 0.0176
C -3.12460 -3.10806 0.38153 -0.0962
H -5.31563 -1.74448 4.80579 0.0979
H -4.68039 -3.34596 3.02936 0.1192
H -8.59901 -3.04240 1.34806 0.1180
H -9.21853 -1.38131 3.09238 0.1033
H -6.13507 -1.62362 -0.09189 0.1208
H -4.70938 0.39002 -0.31089 0.1252
H 0.69650 -3.09456 0.72652 0.1213
H -0.55189 -5.24309 0.95824 0.1098
H -3.02713 -5.24166 0.71386 0.1175
C 2.90600 5.00365 4.23229 -0.1090
C 1.57344 4.83889 3.51384 -0.2807
C 1.05675 3.40531 3.56119 -0.2989
C -0.17221 3.18245 2.66936 -0.3256
Ge 0.19579 2.63997 0.78531 0.9570
C 2.02404 3.22273 0.27257 -0.3143
C 2.04239 4.30858 -0.80566 -0.3019
C 1.60580 5.67756 -0.30000 -0.2850
C 1.54633 6.71493 -1.41384 -0.1007
H 3.24649 6.04003 4.21898 0.0670
H 3.67782 4.39037 3.76194 0.0733
H 2.82980 4.69019 5.27618 0.0707
H 1.67111 5.15866 2.47430 0.0737
H 0.82123 5.49655 3.96164 0.1116
H 0.80800 3.16695 4.60169 0.1067
H 1.87093 2.72261 3.29103 0.0879
H -0.75307 4.10864 2.61422 0.0603
H -0.84041 2.44818 3.12171 0.0309
H -0.79954 3.45230 -0.08317 -0.0268
H 2.56949 2.34123 -0.06740 0.0303
H 2.55827 3.56472 1.16329 0.0621
H 1.38871 4.02383 -1.63783 0.0786
H 3.05247 4.40116 -1.22528 0.1145
H 2.30005 6.01054 0.47857 0.1025
H 0.62145 5.59205 0.17330 0.0931
H 2.52286 6.83313 -1.88963 0.0744
H 1.23758 7.69187 -1.03808 0.0689
H 0.83697 6.40835 -2.18478 0.0528
O 0.08388 0.99478 -1.60708 -0.4125
Si 0.14214 1.35587 -3.19939 0.5273
C 1.87751 1.02115 -3.82638 -0.2159
C 2.96270 1.54703 -3.11566 -0.0788
C 4.26780 1.35845 -3.54630 -0.0734
C 4.51570 0.63596 -4.70582 -0.0891
C 3.45599 0.10058 -5.42315 -0.0917
C 2.15214 0.28503 -4.98043 -0.0940
C -1.11931 0.29975 -4.10161 -0.2027
C -1.26218 0.38386 -5.48993 -0.0969
C -2.19385 -0.39121 -6.16538 -0.0829
C -3.02017 -1.25677 -5.46053 -0.0882
C -2.91930 -1.33092 -4.07878 -0.0749
C -1.97317 -0.56154 -3.41344 -0.0941
C -0.28815 3.13871 -3.54846 -0.2317
C -1.41866 3.72012 -2.96745 -0.0943
C -1.80919 5.00734 -3.30157 -0.0820
C -1.08297 5.73228 -4.23809 -0.0998
C 0.04139 5.17302 -4.82596 -0.0898
C 0.43699 3.88765 -4.47681 -0.0895
H 2.78658 2.11909 -2.21077 0.0849
H 5.08818 1.77174 -2.97320 0.1105
H 5.53267 0.49036 -5.04847 0.1020
H 3.64387 -0.46301 -6.32919 0.1023
H 1.33739 -0.15220 -5.54617 0.0916
H -0.64873 1.07859 -6.05499 0.1058
H -2.28381 -0.31231 -7.24154 0.1021
H -3.74916 -1.86014 -5.98675 0.1009
H -3.57704 -1.98369 -3.51660 0.1018
H -1.91325 -0.61448 -2.33334 0.0712
H -1.99611 3.15851 -2.24077 0.0988
H -2.68354 5.44592 -2.83710 0.1028
H -1.39024 6.73669 -4.50170 0.1021
H 0.61483 5.73949 -5.54889 0.1021
H 1.32383 3.46326 -4.93538 0.1006
```

## Properties
Total charge ... 0
Highest occupied orbital energy ... -7.46 eV
Relative energy (zero: lowest compared OMol25 entry of this formula, charge and spin) ... 0.0 kcal per mole
Gap between HOMO and LUMO ... 6.70 eV
LUMO ... -0.0280 Ha

Entry 3:
Computed, not measured: a molecular structure, C16H22InN2O3S, with the ωB97M-V functional and the def2-TZVPD basis.

```
45
Properties=species:S:1:pos:R:3:lowdin_charge:R:1
C -1.26892 -4.18334 -1.07824 -0.0663
C -2.58214 -3.91527 -1.96481 -0.2146
O -2.31816 -3.12241 -3.17313 -0.1135
C -2.94674 -1.80629 -3.05105 -0.1167
C -2.12857 -1.04871 -1.89939 0.0225
C -0.66579 -0.60797 -2.11890 0.1015
C 0.12817 0.10499 -0.95488 0.0901
C 1.64887 0.46996 -1.28330 -0.1084
C 2.08726 1.97227 -0.89231 -0.3264
C 3.01802 2.62368 -2.06626 -0.2743
C 3.09183 1.82813 0.39588 -0.0745
C -0.58885 0.38855 0.45951 -0.0342
N 0.19869 1.03252 1.44888 0.1794
C -0.53814 1.28035 2.65824 -0.0964
C 0.20485 2.04725 3.85184 -0.1815
S 0.93274 0.92968 5.14618 0.7704
O -0.06095 0.52326 6.19320 -0.3246
O 2.05849 1.72629 5.78269 -0.3330
C -2.02485 0.86213 2.83766 0.0574
N -2.83090 0.17805 1.89331 0.1670
C -2.05450 -0.03136 0.70118 -0.1325
C -2.79062 -0.73694 -0.49159 0.2551
H -0.31167 -3.99231 -1.68881 0.0956
H -1.24957 -5.24055 -0.61710 0.1104
H -1.25173 -3.45787 -0.17984 0.0671
H -3.41324 -3.44822 -1.31548 0.1236
H -2.98704 -4.95160 -2.27534 0.1575
H -2.79304 -1.29497 -4.05991 0.1692
H -4.05346 -1.95989 -2.79049 0.1606
H -0.18159 -0.80841 -3.12996 0.1487
H 1.78659 0.37716 -2.42800 0.1328
H 2.36045 -0.32478 -0.83313 0.1700
H 1.21174 2.65170 -0.60906 0.1443
H 2.44285 2.75835 -3.04823 0.1002
H 3.92566 1.89592 -2.16520 -0.0653
H 3.46466 3.61949 -1.67890 0.0677
H 2.73648 0.86998 0.93490 0.0718
H 3.02460 2.71070 1.11082 0.0992
H 4.14157 1.59744 0.01698 0.0937
H 0.96919 2.78979 3.40466 0.1368
H -0.60403 2.72013 4.33399 0.1520
H 1.46047 -0.17458 4.48352 0.1037
H -2.52487 1.13306 3.84106 0.1688
H -3.89425 -1.05092 -0.35841 0.1698
In 5.17042 3.06553 -3.34277 1.1753
```

## Properties
Total charge ... +3
Highest occupied orbital energy ... -18.13 eV
Gap between HOMO and LUMO ... 3.63 eV
LUMO ... -0.5328 Ha

Entry 4:
Computed, not measured: a molecular structure, C37H41FeN10, with the ωB97M-V functional and the def2-TZVPD basis.

```
89
Properties=species:S:1:pos:R:3:lowdin_charge:R:1
Fe -0.21223 0.52515 0.23707 0.7746
C -2.91290 0.69621 1.86672 -0.0879
N -2.33828 1.48802 0.76751 -0.0676
C -2.06733 2.88194 1.12687 -0.1012
C -0.73766 2.96146 1.81088 -0.3023
N 0.14799 1.99157 1.76094 0.0923
C 1.27976 2.47320 2.42423 -0.2121
C 2.51012 1.87244 2.68012 -0.0199
C 3.45033 2.61323 3.36702 -0.0575
C 3.17946 3.91893 3.80519 -0.0533
C 1.95972 4.52135 3.57199 0.0083
C 1.02372 3.77001 2.87170 -0.1723
N -0.27739 4.04412 2.46526 0.1991
C -2.34554 -0.68951 1.87603 -0.2898
N -1.18789 -1.01330 1.34522 0.0923
C -0.99067 -2.36260 1.65332 -0.2172
C 0.06374 -3.21995 1.34225 -0.0407
C -0.03708 -4.52692 1.77468 -0.0692
C -1.15596 -4.98437 2.49060 -0.0560
C -2.20564 -4.14520 2.80339 0.0063
C -2.09102 -2.82777 2.37348 -0.1781
N -2.93502 -1.73041 2.49654 0.1929
H -2.65840 1.17111 2.81790 0.1418
H -4.00382 0.65658 1.81227 0.1426
H -2.97105 1.47548 -0.02490 0.1262
H -2.02243 3.47301 0.20819 0.1335
H -2.85059 3.31832 1.75554 0.1409
H 2.71689 0.85671 2.37119 0.0826
H 4.41649 2.17855 3.58604 0.1149
H 3.94199 4.46122 4.34673 0.1181
H 1.74868 5.52277 3.92162 0.1233
H -0.79474 4.88936 2.64648 0.1815
H 0.91852 -2.86618 0.78004 0.0852
H 0.76242 -5.22309 1.55793 0.1138
H -1.19325 -6.01768 2.80678 0.1168
H -3.06481 -4.49657 3.35840 0.1225
H -3.81989 -1.70722 2.97749 0.1800
N -1.12723 -0.07957 -1.69544 0.0809
C -1.59560 1.12422 -2.34631 -0.2319
C -2.73109 1.19119 -3.10149 0.0101
C -3.10560 2.40072 -3.73175 -0.0303
C -2.32671 3.51424 -3.61903 -0.0034
C -1.16094 3.48421 -2.81514 -0.1437
C -0.32146 4.60421 -2.61667 0.0242
C 0.75048 4.50549 -1.77530 -0.0173
C 0.96910 3.29311 -1.09681 -0.1066
N 0.22389 2.22292 -1.26588 0.0584
C -0.81525 2.29213 -2.14696 -0.1842
H -0.43047 -0.53457 -2.28382 0.1094
H -1.87990 -0.76171 -1.60718 0.0773
H -3.34399 0.31061 -3.23552 0.0982
H -4.00866 2.42405 -4.32602 0.1234
H -2.59365 4.43134 -4.12812 0.1287
H -0.54092 5.53141 -3.13172 0.1340
H 1.41635 5.33992 -1.60740 0.1196
H 1.77336 3.21758 -0.37062 0.1167
C 4.22637 -2.22084 -0.85385 -0.0383
C 3.98826 -1.30714 0.34608 -0.6205
C 4.47582 -1.97509 1.62640 -0.0313
C 4.72039 0.02022 0.14063 -0.0411
N 2.51709 -1.15044 0.51551 -0.0677
N 1.87859 -0.09135 -0.18428 -0.0151
H 5.29207 -2.37556 -1.02179 0.0942
H 3.80959 -1.78476 -1.76651 0.0778
H 3.75502 -3.19012 -0.69089 0.0823
H 5.52331 -2.25730 1.53162 0.0994
H 3.90477 -2.88323 1.83091 0.0902
H 4.38343 -1.30410 2.48447 0.0848
H 5.79173 -0.16856 0.08263 0.1007
H 4.55813 0.70975 0.97392 0.0694
H 4.44115 0.51457 -0.79294 0.0818
H 2.26491 -1.08802 1.49360 0.0927
H 1.84017 -0.36548 -1.16402 0.0960
H 2.44923 0.75682 -0.16847 0.0680
C 0.37102 -3.67581 -2.67714 0.1176
C -0.98701 -3.36477 -2.67864 -0.3099
C -1.77277 -3.53019 -1.50329 -0.0244
C -3.07273 -3.09274 -1.45498 -0.0303
C -3.65579 -2.49746 -2.58577 -0.2462
C -2.93512 -2.41971 -3.78868 -0.0356
C -1.62978 -2.84363 -3.83649 -0.0216
C -4.95035 -1.89573 -2.47570 -0.1918
N -5.94042 -1.32772 -2.32969 0.1780
H 0.97251 -3.59110 -3.57170 0.0733
H 0.85456 -4.05861 -1.78820 0.0633
H -1.32777 -4.00545 -0.63980 0.0988
H -3.65869 -3.20598 -0.55125 0.1233
H -3.41312 -2.01401 -4.67084 0.1301
H -1.07252 -2.77797 -4.76240 0.1244
```

## Properties
Total charge ... +2
Highest occupied orbital energy (alpha / beta) ... -12.38 / -13.87 eV
Relative energy (zero: lowest compared OMol25 entry of this formula, charge and spin) ... 2.0 kcal per mole
Spin multiplicity ... 6
Gap between HOMO and LUMO (alpha / beta) ... 7.00 / 7.98 eV
LUMO (alpha / beta) ... -0.1977 / -0.2164 Ha

| no. | calculated total energy (hartree) | strongest force on any atom (eV Å⁻¹) |
| --- | --- | --- |
| 1 | -418.11176 | 2.8 |
| 2 | -8469.86644 | 0.2 |
| 3 | -1544.89469 | 7.6 |
| 4 | -3245.43795 | 0.2 |